No. 1
The following is a DFT calculation (ωB97M-V with the def2-TZVPD basis set) of a cluster of 11 separate species, C9H40FN19O9 in total in a non-equilibrium geometry.

```
! RIJCOSX wB97M-V def2-TZVPD def2/J DEFGRID3
* xyz 0 1
N -0.697 0.001 0.399
H -0.899 -0.340 1.328
H 0.299 0.172 0.405
H -1.216 0.842 0.192
H -0.983 -0.651 -0.317
F -3.549 -1.882 3.282
C -0.955 -6.973 2.114
O -0.601 -7.963 1.538
N -0.446 -6.569 3.226
N -1.912 -6.177 1.696
H 0.320 -7.134 3.563
H -0.765 -5.678 3.578
H -2.457 -6.391 0.873
H -2.144 -5.317 2.172
C -1.508 1.551 6.621
O -1.213 2.275 7.500
N -1.992 1.941 5.520
N -1.487 0.233 6.766
H -2.297 2.855 5.215
H -2.222 1.192 4.883
H -1.733 -0.297 5.943
H -0.828 -0.208 7.392
C 5.161 1.074 0.008
O 4.143 1.085 0.730
N 5.130 0.611 -1.162
N 6.381 1.445 0.384
H 4.177 0.453 -1.457
H 5.895 0.904 -1.754
H 6.440 1.949 1.257
H 7.058 1.420 -0.365
C -4.142 -2.715 -4.597
O -3.367 -2.557 -3.642
N -4.464 -3.814 -5.189
N -4.919 -1.794 -5.036
H -4.681 -3.650 -6.161
H -4.375 -4.755 -4.832
H -5.600 -2.026 -5.745
H -4.935 -0.979 -4.441
C -6.468 2.855 -2.250
O -5.318 2.526 -2.188
N -7.395 2.058 -1.862
N -6.969 3.982 -2.628
H -7.112 1.158 -1.500
H -8.343 2.377 -1.996
H -7.974 4.083 -2.611
H -6.456 4.798 -2.930
C 0.723 6.073 0.224
O 0.199 5.153 0.767
N 1.770 5.882 -0.522
N 0.409 7.311 0.501
H 2.103 4.955 -0.747
H 2.253 6.663 -0.943
H -0.078 7.349 1.385
H 0.562 8.130 -0.070
C 1.300 1.640 -6.030
O 1.358 1.084 -5.000
N 2.370 2.096 -6.637
N 0.207 1.913 -6.620
H 2.231 2.742 -7.401
H 3.212 1.539 -6.647
H -0.699 1.763 -6.200
H 0.400 2.407 -7.479
C 2.827 -4.610 -1.786
O 2.456 -4.349 -0.687
N 3.560 -5.619 -2.116
N 2.562 -3.862 -2.802
H 3.779 -5.745 -3.094
H 3.961 -6.218 -1.409
H 2.091 -2.970 -2.758
H 3.045 -4.186 -3.628
C 4.678 1.018 6.752
O 5.635 1.599 6.183
N 3.761 0.338 6.119
N 4.525 0.859 8.038
H 3.159 -0.297 6.624
H 3.845 0.321 5.113
H 3.832 0.199 8.363
H 5.375 0.849 8.583
*
```

For the relative energy (zero: lowest compared OMol25 entry of this formula, charge and spin), the calculation gives 11.8931 eV. The calculation puts the HOMO energy at -0.2395 Eh. For the gap between HOMO and LUMO, the calculation gives 5.83 eV.

No. 2
The following is a DFT calculation (ωB97M-V with the def2-TZVPD basis set) of a cluster of 13 separate species, C9H44O13 in total in a non-equilibrium geometry.

```
! RIJCOSX wB97M-V def2-TZVPD def2/J DEFGRID3
* xyz 0 1
O 2.483 -2.196 1.850
H 2.822 -1.961 2.717
H 3.059 -1.730 1.234
O -4.344 -1.629 -1.079
H -3.515 -1.148 -0.986
H -4.106 -2.549 -0.923
O -3.110 -4.186 -1.040
H -2.254 -4.413 -0.669
H -3.146 -4.658 -1.875
O 1.244 -4.566 2.018
H 0.511 -4.619 2.635
H 1.518 -3.638 2.043
O 0.969 1.313 1.590
H 0.179 1.700 1.207
H 0.663 0.495 1.994
O 2.724 -2.859 -2.517
H 2.232 -3.358 -1.856
H 3.503 -2.547 -2.050
O 4.280 -1.230 -0.244
H 3.947 -0.341 -0.069
H 5.194 -1.116 -0.512
O -1.517 2.216 -2.767
H -2.329 2.709 -2.910
H -0.856 2.885 -2.575
O -1.603 -0.192 2.348
H -2.039 0.107 1.545
H -2.092 -0.978 2.605
O 1.168 -4.767 -0.993
H 0.707 -5.563 -1.264
H 1.106 -4.763 -0.032
C -3.635 3.002 0.245
C -3.670 2.168 1.535
C -4.912 2.337 2.340
O -3.553 0.844 1.046
H -4.364 2.807 -0.540
H -2.626 2.916 -0.170
H -3.589 4.073 0.457
H -2.820 2.339 2.201
H -4.865 1.656 3.189
H -5.792 2.193 1.709
H -5.136 3.334 2.724
H -3.397 0.913 0.102
C 3.279 3.860 0.561
C 3.410 2.706 -0.496
C 4.469 2.739 -1.531
O 3.357 1.409 0.139
H 3.895 3.671 1.441
H 2.267 3.755 0.954
H 3.429 4.834 0.098
H 2.447 2.826 -1.004
H 4.384 3.596 -2.197
H 4.486 1.802 -2.086
H 5.387 2.827 -0.943
H 2.414 1.357 0.352
C -0.503 -2.099 -0.136
C -0.524 -0.628 -0.563
C 0.736 -0.177 -1.298
O -1.708 -0.367 -1.318
H -1.267 -2.272 0.622
H 0.439 -2.410 0.314
H -0.617 -2.716 -1.027
H -0.382 -0.037 0.347
H 0.831 -0.522 -2.332
H 1.712 -0.523 -0.954
H 0.725 0.910 -1.402
H -1.707 0.463 -1.808
*
```

For the relative energy (zero: lowest compared OMol25 entry of this formula, charge and spin), the calculation gives 0.7763 eV. The calculation puts the HOMO energy at -0.3655 Eh. For the gap between HOMO and LUMO, the calculation gives 9.91 eV.

No. 3
The following is a DFT calculation (ωB97M-V with the def2-TZVPD basis set) of a structure of composition C9H4AlClNO4 in a non-equilibrium geometry.

```
! RIJCOSX wB97M-V def2-TZVPD def2/J DEFGRID3
* xyz 3 1
Al 0.982 0.680 -0.948
O -1.195 1.330 -3.149
C -0.319 1.146 -2.429
C 1.582 2.140 0.299
O 1.810 2.906 1.129
C 2.205 -0.901 -1.228
O 2.793 -1.888 -1.270
C 2.410 1.655 -2.311
O 3.145 2.163 -3.028
Cl -4.070 -0.598 0.532
C -2.404 -0.690 0.842
C -1.896 -1.373 1.949
C -0.515 -1.428 2.148
C 0.347 -0.817 1.250
N -0.234 -0.170 0.218
C -1.555 -0.052 -0.040
H -2.582 -1.852 2.651
H -0.070 -1.934 2.991
H 1.454 -0.831 1.312
H -1.887 0.516 -0.919
*
```

The calculation puts the HOMO energy at -0.7469 Eh. For the gap between HOMO and LUMO, the calculation gives 6.03 eV.

No. 4
The following is a DFT calculation (ωB97M-V with the def2-TZVPD basis set) of a structure of composition C9H4AuCeCl2N2O3 in a non-equilibrium geometry.

```
! RIJCOSX wB97M-V def2-TZVPD def2/J DEFGRID3
* xyz 4 4
Au -1.509 -1.407 -3.023
Ce 0.179 -0.859 -0.992
Cl -1.426 -2.576 -0.228
Cl -1.259 0.777 -2.536
C 2.805 -1.668 -0.552
C -2.569 -2.152 -4.797
C -1.210 -1.901 -5.323
O 3.858 -1.823 -0.067
O -3.610 -2.569 -5.221
O -0.401 -1.905 -6.218
N 0.736 2.747 5.541
C 0.637 2.267 4.476
C 0.515 1.674 3.164
C 0.481 2.515 2.025
C 0.338 1.935 0.780
N 0.177 0.572 0.689
C 0.291 -0.267 1.781
C 0.423 0.277 3.046
H 0.556 3.601 2.118
H 0.316 2.492 -0.173
H 0.232 -1.360 1.581
H 0.437 -0.371 3.930
*
```

For the relative energy (zero: lowest compared OMol25 entry of this formula, charge and spin), the calculation gives 5.3792 eV. The calculation puts the HOMO energy (spin up / spin down) at -0.8733 / -0.8744 Eh. For the gap between HOMO and LUMO (spin up / spin down), the calculation gives 6.31 / 4.34 eV.

No. 5
The following is a DFT calculation (ωB97M-V with the def2-TZVPD basis set) of a structure of composition C9H4BiCl2IrN2O3 in a non-equilibrium geometry.

```
! RIJCOSX wB97M-V def2-TZVPD def2/J DEFGRID3
* xyz 4 5
Ir 3.327 -0.758 -3.047
Bi -0.071 -1.856 -0.545
Cl 4.919 -0.578 -1.446
Cl 1.391 -2.290 1.302
C -1.551 -2.883 1.124
C 2.218 0.387 -3.975
C 3.033 -2.524 -2.545
O -1.572 -3.438 2.124
O 1.529 1.241 -4.412
O 2.846 -3.562 -2.040
N -2.364 3.042 3.935
C -2.036 2.490 2.956
C -1.616 1.804 1.769
C -2.543 1.201 0.909
C -2.094 0.422 -0.132
N -0.740 0.265 -0.306
C 0.188 0.987 0.417
C -0.242 1.716 1.499
H -3.616 1.359 1.008
H -2.746 -0.140 -0.809
H 1.220 0.961 0.062
H 0.519 2.154 2.153
*
```

For the relative energy (zero: lowest compared OMol25 entry of this formula, charge and spin), the calculation gives 0.0000 eV. The calculation puts the HOMO energy (spin up / spin down) at -0.8310 / -0.8745 Eh. For the gap between HOMO and LUMO (spin up / spin down), the calculation gives 5.92 / 4.01 eV.

No. 6
The following is a DFT calculation (ωB97M-V with the def2-TZVPD basis set) of a structure of composition C9H4Cl2LaN2O3Ru in a non-equilibrium geometry.

```
! RIJCOSX wB97M-V def2-TZVPD def2/J DEFGRID3
* xyz 4 6
Ru 4.058 -2.100 -2.628
La -0.013 -0.791 -1.142
Cl 3.798 0.032 -1.543
Cl 0.688 -2.483 0.597
C -1.900 -2.130 -0.280
C 4.098 -1.402 -4.280
C 3.053 -3.672 -2.848
O -2.649 -2.849 0.220
O 3.960 -0.869 -5.310
O 2.325 -4.560 -3.093
N -3.847 3.089 3.766
C -3.019 2.668 3.054
C -2.008 2.120 2.185
C -2.295 1.882 0.855
C -1.351 1.253 0.050
N -0.115 0.874 0.516
C 0.183 1.181 1.831
C -0.738 1.778 2.680
H -3.286 2.146 0.425
H -1.595 1.007 -0.997
H 1.169 0.861 2.200
H -0.516 1.968 3.743
*
```

The calculation puts the HOMO energy (spin up / spin down) at -0.8094 / -0.8786 Eh. For the gap between HOMO and LUMO (spin up / spin down), the calculation gives 6.54 / 4.74 eV.

No. 7
The following is a DFT calculation (ωB97M-V with the def2-TZVPD basis set) of a structure of composition C9H4Cl3NO6SbSe4Ti.

```
! RIJCOSX wB97M-V def2-TZVPD def2/J DEFGRID3
* xyz -2 2
Ti 0.379 -0.591 0.072
O -1.308 -0.598 -0.723
C -1.892 -1.411 -1.571
C -1.333 -2.631 -1.999
C -2.079 -3.515 -2.799
C -1.575 -4.758 -3.119
C -0.329 -5.190 -2.666
C 0.429 -4.324 -1.901
C -0.020 -3.037 -1.583
O 0.745 -2.234 -0.880
N -2.378 -5.654 -3.940
O -3.458 -5.260 -4.350
O -1.937 -6.767 -4.186
H -2.888 -1.124 -1.899
H -3.063 -3.233 -3.147
H 0.022 -6.177 -2.922
H 1.409 -4.610 -1.542
Se 2.961 7.028 2.187
Sb 0.973 6.094 1.210
Se 1.680 0.991 -1.201
Se 0.688 1.762 0.786
Se -0.965 6.719 2.485
Cl 0.315 -1.837 4.864
C 1.384 -2.344 3.557
Cl 1.087 -4.061 3.173
Cl 3.065 -2.131 4.042
C 1.077 -1.558 2.257
O -0.125 -1.260 2.025
O 1.994 -1.304 1.467
*
```

For the relative energy (zero: lowest compared OMol25 entry of this formula, charge and spin), the calculation gives 0.9289 eV. The calculation puts the HOMO energy (spin up / spin down) at -0.0715 / -0.0716 Eh. For the gap between HOMO and LUMO (spin up / spin down), the calculation gives 5.25 / 5.39 eV.

No. 8
The following is a DFT calculation (ωB97M-V with the def2-TZVPD basis set) of a structure of composition C9H4Cl6N2O5Ru in a non-equilibrium geometry.

```
! RIJCOSX wB97M-V def2-TZVPD def2/J DEFGRID3
* xyz 2 1
Ru 0.202 -0.080 0.340
Cl -1.144 2.029 6.849
C -0.590 1.243 5.490
C -1.096 1.654 4.200
Cl -2.216 2.909 4.067
C -0.639 0.996 3.103
Cl -1.166 1.417 1.498
C 0.320 -0.052 3.183
O 0.745 -0.634 2.123
C 0.814 -0.452 4.476
Cl 1.938 -1.695 4.535
C 0.356 0.195 5.609
Cl 0.924 -0.258 7.138
N -2.925 -2.546 -0.724
C -2.301 -3.423 0.131
C -1.243 -2.755 0.650
N -1.242 -1.475 0.119
C -2.277 -1.383 -0.710
H -3.741 -2.746 -1.285
H -2.652 -4.427 0.288
H -0.488 -3.092 1.339
H -2.544 -0.526 -1.305
O 0.101 0.702 -1.599
Cl 1.610 0.787 -1.456
O 2.242 1.491 -2.460
O 2.015 -0.588 -1.242
O 1.675 1.416 -0.098
*
```

For the relative energy (zero: lowest compared OMol25 entry of this formula, charge and spin), the calculation gives 0.0000 eV. The calculation puts the HOMO energy (spin up / spin down) at -0.5888 / -0.5883 Eh. For the gap between HOMO and LUMO (spin up / spin down), the calculation gives 4.86 / 4.85 eV.